The ion C12H13O with charge +1. Source: the OMol25 dataset; level of theory: ωB97M-V/def2-TZVPD.

Values from the calculation:
Orbital gap (alpha / beta)   8.5 / 8.5 eV
E   -14689.3721 eV
Highest occupied orbital energy (alpha / beta)   -0.4689 / -0.4690 Eh
Total charge   +1
Energy above the lowest of the compared OMol25 structures with the same formula, charge and spin   83.3 kcal per mole
2S+1   1

Last columns: bonded neighbours and bond lengths (Å).
Geometry (Å):
1 O -0.06293 0.55130 0.98653  C7 1.270, C11 1.408
2 C -0.08067 -0.95570 -1.78106  C8 1.430, C9 1.311, H19 1.111
3 C 2.56265 -1.17396 -1.85654  C9 1.428, H21 1.175, H22 1.071, H25 1.038
4 C 1.88524 1.86025 2.49864  C10 1.530, H16 1.054, H23 1.114, H24 1.143
5 C -2.46967 -0.93641 -1.47294  C8 1.412, C12 1.415, H15 1.142
6 C -3.55995 0.19286 0.29845  C12 1.367, C13 1.373, H20 1.065
7 C 1.14384 0.38182 0.63005  O1 1.270, C10 1.480
8 C -1.19867 -0.57034 -0.97756  C2 1.430, C5 1.412, C11 1.413
9 C 1.19035 -1.06451 -1.47787  C2 1.311, C3 1.428
10 C 2.26352 0.73796 1.52943  C4 1.530, C7 1.480, H17 1.155, H18 1.057
11 C -1.18588 0.09502 0.26938  O1 1.408, C8 1.413, C13 1.347
12 C -3.66334 -0.65831 -0.76638  C5 1.415, C6 1.367, H14 1.016
13 C -2.33467 0.54889 0.80667  C6 1.373, C11 1.347, H26 1.159
14 H -4.49778 -0.97338 -1.25335  C12 1.016
15 H -2.62623 -1.52957 -2.43667  C5 1.142
16 H 1.49623 2.74994 2.08888  C4 1.054
17 H 2.36930 -0.36077 1.86817  C10 1.155
18 H 2.98410 1.17338 0.89013  C10 1.057
19 H -0.16115 -1.40419 -2.79417  C2 1.111
20 H -4.52033 0.49052 0.64992  C6 1.065
21 H 3.36482 -1.37618 -1.02187  C3 1.175
22 H 2.90562 -0.22138 -2.20664  C3 1.071
23 H 2.79489 1.91436 3.14012  C4 1.114
24 H 0.99365 1.37956 3.02910  C4 1.143
25 H 2.55322 -2.07707 -2.36827  C3 1.038
26 H -2.14615 1.22588 1.72784  C13 1.159